(1)
{"formula": "C16H18N2O4", "method": "ωB97M-V with the def2-TZVPD basis set", "smiles": "O=C(CCCN1C(=O)c2ccccc2C1=O)N1CCOCC1", "orbital_gap_ev": 8.78, "total_charge": 0, "e_lumo_ev": -0.167, "e_homo_ha": -0.3287, "symbols": ["O", "C", "C", "C", "C", "N", "C", "O", "C", "C", "C", "C", "C", "C", "C", "O", "N", "C", "C", "O", "C", "C", "H", "H", "H", "H", "H", "H", "H", "H", "H", "H", "H", "H", "H", "H", "H", "H", "H", "H"], "xyz": [[0.04, -1.47, -0.52], [-0.64, -1.42, 0.49], [-2.16, -1.43, 0.46], [-2.70, -1.26, -0.96], [-2.67, 0.20, -1.44], [-1.32, 0.65, -1.70], [-0.67, 0.38, -2.90], [-1.19, -0.12, -3.86], [0.71, 0.87, -2.72], [1.79, 0.86, -3.58], [2.99, 1.40, -3.12], [3.10, 1.92, -1.84], [2.01, 1.92, -0.97], [0.82, 1.38, -1.42], [-0.49, 1.21, -0.75], [-0.81, 1.50, 0.38], [-0.06, -1.41, 1.71], [-0.72, -1.27, 3.00], [-0.38, 0.11, 3.58], [1.01, 0.27, 3.71], [1.65, 0.15, 2.46], [1.37, -1.22, 1.83], [-2.50, -2.38, 0.87], [-2.54, -0.62, 1.08], [-2.12, -1.87, -1.65], [-3.74, -1.60, -0.99], [-3.10, 0.86, -0.68], [-3.22, 0.29, -2.37], [1.70, 0.46, -4.58], [3.85, 1.40, -3.77], [4.04, 2.32, -1.51], [2.09, 2.33, 0.02], [-1.79, -1.40, 2.91], [-0.32, -2.04, 3.66], [-0.81, 0.23, 4.57], [-0.78, 0.89, 2.91], [2.71, 0.29, 2.64], [1.27, 0.93, 1.78], [1.81, -1.28, 0.83], [1.79, -2.01, 2.46]], "nbo_charge": [-0.667, 0.711, -0.512, -0.404, -0.220, -0.472, 0.699, -0.550, -0.130, -0.156, -0.196, -0.194, -0.199, -0.048, 0.701, -0.598, -0.437, -0.242, -0.085, -0.524, -0.084, -0.258, 0.233, 0.226, 0.237, 0.213, 0.216, 0.231, 0.232, 0.219, 0.218, 0.228, 0.217, 0.200, 0.193, 0.188, 0.194, 0.180, 0.250, 0.195]}

---

(2)
{"formula": "C16H18N2O4S", "method": "ωB97M-V with the def2-TZVPD basis set", "smiles": "COc1ccc(S(=O)(=O)Nc2ccc(N(C)C(C)=O)cc2)cc1", "orbital_gap_ev": 8.65, "total_charge": 0, "e_lumo_ev": -0.036, "e_homo_ha": -0.3193, "symbols": ["C", "O", "C", "C", "C", "C", "S", "O", "O", "N", "C", "C", "C", "C", "N", "C", "C", "C", "O", "C", "C", "C", "C", "H", "H", "H", "H", "H", "H", "H", "H", "H", "H", "H", "H", "H", "H", "H", "H", "H", "H"], "xyz": [[5.75, 3.05, -0.69], [4.96, 2.46, 0.19], [4.11, 1.45, 0.29], [3.94, 0.63, -0.75], [3.19, -0.33, -1.03], [2.46, -0.66, 0.14], [1.49, -2.03, 0.26], [2.18, -3.26, -0.43], [0.72, -2.28, 1.60], [0.40, -1.91, -0.96], [-0.84, -1.08, -0.71], [-1.83, -1.16, -1.63], [-3.11, -0.47, -1.26], [-3.17, 0.45, -0.48], [-4.22, 1.25, -0.20], [-4.27, 2.60, -0.74], [-5.38, 0.60, 0.48], [-5.33, -0.65, 1.18], [-6.35, 1.62, 0.58], [-2.11, 0.79, 0.54], [-0.84, 0.08, 0.24], [2.68, 0.02, 1.38], [3.40, 1.38, 1.41], [6.57, 2.28, -1.09], [6.40, 4.03, -0.48], [5.11, 3.28, -1.65], [4.65, 0.93, -1.66], [2.98, -0.84, -1.69], [0.29, -2.45, -1.67], [-1.91, -2.01, -2.07], [-3.93, -0.70, -2.15], [-4.20, 2.38, -1.87], [-5.29, 2.96, -0.52], [-3.44, 3.36, -0.30], [-5.22, -1.39, 0.34], [-4.31, -0.59, 1.58], [-6.13, -0.82, 1.59], [-2.02, 1.63, 0.90], [-0.03, 0.20, 0.96], [2.12, -0.41, 2.16], [3.48, 1.88, 2.17]], "nbo_charge": [-0.246, -0.507, 0.331, -0.243, -0.085, -0.421, 2.181, -0.928, -0.870, -0.843, 0.166, -0.235, -0.196, 0.086, -0.464, -0.426, 0.685, -0.695, -0.682, -0.141, -0.207, -0.117, -0.184, 0.163, 0.222, 0.168, 0.213, 0.191, 0.407, 0.191, 0.223, 0.197, 0.279, 0.199, 0.246, 0.266, 0.236, 0.175, 0.219, 0.243, 0.200]}